Record 1
C11H20BIO17S3 | the ωB97M-V functional and the def2-TZVPD basis

Structure (XYZ):
```
53
Properties=species:S:1:pos:R:3:nbo_charge:R:1
C -1.001 -4.164 0.445 -0.62
C -1.745 -3.529 -0.912 -0.81
B -2.906 -2.494 -0.329 1.10
O -2.431 -1.139 0.060 -0.95
C -4.495 -2.858 -0.116 -0.21
I -5.974 -1.300 -0.720 0.13
O -4.623 -2.763 1.377 -0.53
C -5.016 -4.138 1.808 0.98
O -4.602 -4.880 2.837 -0.52
O -5.974 -4.497 0.708 -0.55
C -5.063 -4.353 -0.477 0.31
O -4.171 -5.536 -0.247 -0.74
H 0.162 -4.184 0.320 0.24
H -1.287 -3.485 1.379 0.21
H -1.494 -5.207 0.636 0.23
H -2.185 -4.424 -1.536 0.24
H -0.959 -2.965 -1.604 0.26
H -2.716 -0.442 -0.600 0.51
H -5.571 -4.543 -1.533 0.23
H -4.796 -6.299 -0.008 0.50
O 2.309 -1.967 -2.678 -0.89
S 3.209 -1.977 -1.546 2.49
O 4.417 -2.767 -1.508 -0.88
O 2.336 -2.297 -0.206 -0.68
C 2.483 -1.225 0.724 -0.11
C 2.753 0.016 -0.123 -0.10
O 3.590 -0.433 -1.186 -0.68
H 3.335 -1.452 1.373 0.18
H 1.580 -1.122 1.332 0.23
H 3.243 0.809 0.446 0.21
H 1.827 0.402 -0.562 0.21
O -0.603 3.172 2.695 -0.87
S 0.661 2.471 2.635 2.50
O 0.760 1.035 2.516 -0.89
O 1.569 2.951 3.902 -0.67
C 2.789 3.516 3.425 -0.10
C 2.463 4.087 2.047 -0.11
O 1.564 3.150 1.459 -0.68
H 3.531 2.714 3.354 0.19
H 3.149 4.284 4.115 0.21
H 3.354 4.209 1.426 0.24
H 1.944 5.047 2.131 0.19
O 2.281 2.552 -1.053 -0.89
S 2.326 3.951 -1.417 2.51
O 3.257 4.888 -0.832 -0.89
O 0.820 4.561 -1.279 -0.67
C 0.402 5.086 -2.538 -0.10
C 1.148 4.268 -3.589 -0.10
O 2.446 4.051 -3.041 -0.67
H 0.693 6.141 -2.581 0.19
H -0.683 5.004 -2.645 0.22
H 1.216 4.786 -4.549 0.22
H 0.676 3.291 -3.736 0.20
```

Summary:
Total energy ... -87815.018 eV
SMILES ... CCB(O)[C@]1(I)OC(=O)O[C@@H]1O.O=S1(=O)OCCO1.O=S1(=O)OCCO1.O=S1(=O)OCCO1
HOMO-LUMO gap ... 9.50 eV

Record 2
C17H22N3O3PtS | the ωB97M-V functional and the def2-TZVPD basis

Structure (XYZ):
```
47
Properties=species:S:1:pos:R:3:nbo_charge:R:1
Pt -0.537 -0.323 1.021 1.36
N 3.223 -2.007 2.318 -0.71
C 1.983 -1.617 2.153 0.71
O 1.659 -0.793 1.245 -0.62
C 0.927 -2.181 3.027 -0.57
C -0.390 -1.477 2.831 -0.34
H 3.962 -1.660 1.722 0.44
H 3.485 -2.661 3.042 0.44
H 1.243 -2.084 4.071 0.30
H 0.849 -3.249 2.816 0.28
H -0.519 -0.599 3.462 0.23
H -1.247 -2.138 2.868 0.24
N -4.937 -2.228 1.010 -0.66
C -4.521 -0.789 0.975 -0.34
C -3.014 -0.641 0.895 0.77
O -2.536 0.516 0.787 -0.56
O -2.257 -1.659 0.944 -0.66
H -5.957 -2.318 0.997 0.47
H -4.584 -2.688 1.853 0.46
H -4.554 -2.745 0.215 0.46
H -4.859 -0.287 1.881 0.29
H -4.977 -0.284 0.125 0.29
N 0.089 1.620 0.871 -1.01
S 0.071 2.403 -0.565 1.16
C -0.381 0.995 -1.547 -0.11
C 0.262 -0.208 -1.211 -0.44
C -0.158 -1.384 -1.856 -0.14
C -1.156 -1.333 -2.815 -0.19
C -1.741 -0.112 -3.153 -0.13
C -1.373 1.063 -2.497 -0.24
C 1.787 2.608 -1.061 -0.19
C 2.804 2.270 -0.185 -0.25
C 4.111 2.474 -0.612 -0.18
C 4.365 3.033 -1.857 -0.15
C 3.321 3.357 -2.719 -0.15
C 2.010 3.178 -2.307 -0.25
H 0.108 2.210 1.693 0.43
H 1.265 -0.172 -0.799 0.29
H 0.349 -2.319 -1.649 0.25
H -1.453 -2.234 -3.336 0.26
H -2.493 -0.072 -3.931 0.26
H -1.856 2.001 -2.742 0.26
H 2.600 1.829 0.781 0.23
H 4.926 2.197 0.044 0.24
H 5.383 3.250 -2.150 0.25
H 3.519 3.783 -3.693 0.25
H 1.197 3.478 -2.960 0.24
```

Summary:
Total energy ... -42651.071 eV
ΔE to the lowest compared entry with this formula, charge and spin ... 194.6 kJ/mol
Charge ... +3
HOMO-LUMO gap (alpha / beta) ... 5.64 / 5.64 eV

Record 3
C14H13N5O3S | the ωB97M-V functional and the def2-TZVPD basis

Structure (XYZ):
```
36
Properties=species:S:1:pos:R:3:nbo_charge:R:1
O 2.981 -2.829 2.181 -0.57
C 2.268 -2.543 1.249 0.68
C 2.632 -1.510 0.203 -0.33
N 1.651 -0.453 0.165 -0.64
C 1.296 0.125 -1.017 0.82
O 1.810 -0.151 -2.076 -0.64
N 0.303 1.090 -0.922 -0.48
C 0.131 1.991 -2.042 -0.32
C 0.212 3.450 -1.616 0.67
O 0.630 4.341 -2.316 -0.58
N -0.275 3.679 -0.366 -0.60
C -0.801 2.695 0.466 0.11
C -1.593 3.022 1.557 -0.22
C -2.097 2.024 2.373 -0.21
C -1.824 0.696 2.091 -0.22
C -1.034 0.361 1.005 -0.24
C -0.495 1.353 0.194 0.18
N 1.027 -3.134 1.148 -0.64
C 0.117 -3.087 0.128 0.26
N 0.301 -2.614 -1.048 -0.49
C -0.809 -2.706 -1.816 -0.03
C -1.886 -3.273 -1.220 -0.45
S -1.514 -3.723 0.404 0.35
H 2.648 -1.956 -0.796 0.28
H 3.632 -1.130 0.449 0.22
H 1.389 -0.019 1.035 0.41
H -0.848 1.834 -2.518 0.21
H 0.908 1.774 -2.778 0.28
H -0.343 4.644 -0.068 0.42
H -1.808 4.060 1.763 0.21
H -2.709 2.285 3.222 0.22
H -2.233 -0.085 2.713 0.22
H -0.841 -0.674 0.773 0.22
H 0.797 -3.745 1.924 0.42
H -0.762 -2.336 -2.823 0.22
H -2.861 -3.457 -1.622 0.25
```

Summary:
Total energy ... -39159.039 eV
ΔE to the lowest compared entry with this formula, charge and spin ... 0.0 kJ/mol
SMILES ... O=C(CNC(=O)N1CC(=O)Nc2ccccc21)Nc1nccs1
HOMO-LUMO gap ... 8.88 eV

Record 4
C11H27BCsFKMgNO14P2S | the ωB97M-V functional and the def2-TZVPD basis

Structure (XYZ):
```
61
Properties=species:S:1:pos:R:3:nbo_charge:R:1
C 6.567 0.548 0.639 -0.64
C 6.421 1.121 -0.757 -0.06
O 5.335 2.048 -0.755 -0.53
C 4.654 2.199 -1.947 0.22
O 3.268 1.824 -1.743 -0.80
P 2.813 0.399 -2.160 2.56
O 2.734 0.112 -3.597 -1.05
O 1.369 0.267 -1.413 -0.55
O 0.489 1.193 -2.102 -0.45
B -0.760 0.621 -1.879 1.35
O -1.384 0.912 -0.601 -1.09
O -1.402 -0.126 -2.794 -0.92
O 3.659 -0.664 -1.348 -1.04
P 3.967 -2.084 -2.173 1.37
C 3.773 -3.417 -1.044 -1.04
C 5.582 -2.067 -2.957 -0.99
H 6.427 1.354 1.359 0.21
H 7.554 0.116 0.788 0.22
H 5.821 -0.223 0.827 0.25
H 6.191 0.316 -1.452 0.15
H 7.355 1.607 -1.045 0.17
H 5.107 1.655 -2.779 0.16
H 4.617 3.249 -2.213 0.21
H -2.175 1.441 -0.767 0.52
H -1.725 -1.027 -2.574 0.56
H 3.132 -3.066 -0.235 0.29
H 3.294 -4.274 -1.513 0.26
H 4.729 -3.702 -0.535 0.36
H 6.338 -1.478 -2.441 0.26
H 5.910 -3.105 -2.989 0.27
H 5.462 -1.711 -3.978 0.26
F 5.341 -3.025 1.061 -0.81
Mg -2.109 -0.897 0.290 0.16
O 1.123 3.965 -4.617 -0.76
S 1.884 4.854 -3.721 2.51
O 1.588 6.241 -4.083 -0.79
O 3.326 4.603 -3.866 -0.81
O 1.485 4.575 -2.334 -0.83
C -5.739 -1.231 4.532 -0.19
C -4.825 -0.594 3.704 -0.21
C -4.802 0.793 3.635 -0.22
C -5.683 1.551 4.393 -0.22
C -6.596 0.917 5.224 -0.21
C -6.620 -0.470 5.284 -0.21
H -5.766 -2.311 4.601 0.26
H -4.129 -1.179 3.115 0.23
H -4.088 1.295 2.989 0.19
H -5.657 2.632 4.342 0.22
H -7.280 1.508 5.821 0.20
H -7.320 -0.971 5.923 0.14
K -8.999 -1.554 6.873 0.97
O -3.293 -2.649 -2.089 -1.34
H -4.184 -2.994 -2.224 0.41
Cs -0.735 1.413 2.119 0.88
N -5.995 -0.505 -1.803 -0.89
H -5.052 -0.843 -2.128 0.49
H -6.720 -1.132 -2.149 0.45
H -6.006 -0.498 -0.781 0.45
H -6.164 0.438 -2.153 0.44
O -6.488 -4.032 7.312 -1.36
H -5.618 -3.940 6.906 0.40
```

Summary:
Total energy ... -97112.740 eV
ΔE to the lowest compared entry with this formula, charge and spin ... 0.0 kJ/mol
HOMO-LUMO gap ... 1.75 eV

Record 5
C5H13NO | the ωB97M-V functional and the def2-TZVPD basis

Structure (XYZ):
```
20
Properties=species:S:1:pos:R:3:nbo_charge:R:1
C -1.908 0.486 1.151 -0.61
C -0.402 0.258 1.424 -0.54
C -0.046 1.301 2.464 0.67
N 1.277 1.383 2.666 -0.80
O -0.781 2.130 2.997 -0.61
H -2.131 1.066 0.170 0.20
H -2.394 0.987 1.968 0.24
H -2.479 -0.531 0.974 0.20
H -0.281 -0.829 1.784 0.23
H 0.030 0.319 0.469 0.23
H 1.535 2.087 3.283 0.39
H 2.002 1.002 2.163 0.39
C 1.152 -0.793 -2.327 -0.59
C 0.149 -1.700 -2.975 -0.60
H 1.433 -1.048 -1.349 0.20
H 2.124 -0.806 -3.069 0.18
H 0.923 0.264 -2.537 0.21
H 0.540 -2.754 -2.769 0.21
H -0.054 -1.337 -4.009 0.21
H -0.689 -1.485 -2.477 0.19
```

Summary:
Total energy ... -8932.296 eV
ΔE to the lowest compared entry with this formula, charge and spin ... 165.4 kJ/mol
SMILES ... CCC(N)=O.CC
HOMO-LUMO gap ... 10.75 eV

Record 6
C5H6 | the ωB97M-V functional and the def2-TZVPD basis

Structure (XYZ):
```
11
Properties=species:S:1:pos:R:3:nbo_charge:R:1
C 0.663 -0.991 -1.016 -0.49
C -0.187 1.350 0.913 -0.24
C -0.155 -1.024 0.210 -0.35
C -0.730 0.423 0.154 -0.21
C 1.011 -0.185 0.212 -0.02
H 1.366 -1.816 -1.233 0.23
H 0.278 -0.353 -1.843 0.20
H -0.361 2.418 0.615 0.22
H 0.097 1.081 1.967 0.23
H -0.714 -1.664 0.740 0.22
H -1.268 0.762 -0.719 0.20
```

Summary:
Total energy ... -5275.671 eV
ΔE to the lowest compared entry with this formula, charge and spin ... 533.4 kJ/mol
HOMO-LUMO gap ... 8.95 eV

Record 7
C3H8N2O | the ωB97M-V functional and the def2-TZVPD basis

Structure (XYZ):
```
14
Properties=species:S:1:pos:R:3:nbo_charge:R:1
C 1.602 -0.575 -0.779 -0.10
C -1.890 -0.090 0.519 -0.44
C 0.332 0.215 -0.411 0.51
N 0.467 1.452 0.109 -0.79
O 1.518 -1.727 -0.027 -0.81
N -0.676 -0.580 -0.108 -0.58
H 0.092 -1.679 0.119 0.49
H 1.406 1.804 0.237 0.41
H -0.212 1.813 0.764 0.40
H 1.544 -0.799 -1.864 0.16
H 2.488 0.063 -0.586 0.15
H -2.702 -0.791 0.320 0.22
H -1.755 0.023 1.600 0.19
H -2.212 0.870 0.106 0.19
```

Summary:
Total energy ... -8266.369 eV
ΔE to the lowest compared entry with this formula, charge and spin ... 285.3 kJ/mol
HOMO-LUMO gap ... 9.03 eV

Record 8
C6H10O | the ωB97M-V functional and the def2-TZVPD basis

Structure (XYZ):
```
17
Properties=species:S:1:pos:R:3:nbo_charge:R:1
C -0.505 1.660 -0.493 -0.62
C -0.839 0.191 -0.466 -0.17
C -0.006 -0.792 -1.304 -0.43
C 0.687 -1.313 -0.066 0.10
O 1.664 -0.385 0.466 -0.54
C 0.831 -0.105 1.612 -0.07
C -0.355 -0.665 0.854 -0.30
H -1.126 2.217 0.222 0.21
H -0.683 2.089 -1.485 0.21
H 0.547 1.789 -0.236 0.22
H -1.922 0.076 -0.684 0.19
H -0.631 -1.592 -1.718 0.21
H 0.627 -0.352 -2.070 0.21
H 1.091 -2.332 -0.053 0.18
H 0.768 0.951 1.885 0.18
H 1.242 -0.661 2.475 0.18
H -1.388 -0.778 1.063 0.24
```

Summary:
Total energy ... -8428.741 eV
ΔE to the lowest compared entry with this formula, charge and spin ... 241.2 kJ/mol
SMILES ... C[C@H]1C[C@H]2OC[C@@H]12
HOMO-LUMO gap ... 10.49 eV